1.
{
  "formula": "CH3IN2O2",
  "method": "the ωB97M-V functional and the def2-TZVPD basis",
  "elements": ["N", "N", "O", "C", "O", "I", "H", "H", "H"],
  "xyz": [[-0.67943, 0.66885, -2.35312], [-0.86920, 1.55235, -1.71512], [-1.07623, 2.47035, -1.05519], [-0.00713, -1.00767, 0.97888], [0.74071, 0.17454, 0.91767], [2.59089, 0.04865, 0.20280], [0.42370, -1.73935, 1.66965], [-0.13959, -1.47230, -0.00347], [-0.98372, -0.69541, 1.35789]],
  "lowdin_charge": [0.234, -0.329, 0.112, -0.285, -0.841, 0.883, 0.072, 0.065, 0.089],
  "gap_ev": 8.76,
  "de_lowest_ev": 2.220,
  "largest_force_ev_per_a": 2.9,
  "total_energy_ha": -597.477450,
  "smiles": "N#[N+][O-].COI"
}

2.
{
  "formula": "C34H53MoN9O5SSi3",
  "method": "the ωB97M-V functional and the def2-TZVPD basis",
  "elements": ["Mo", "C", "N", "C", "N", "C", "N", "C", "C", "C", "C", "C", "C", "C", "N", "N", "C", "O", "C", "C", "C", "C", "C", "C", "N", "C", "N", "C", "N", "C", "H", "H", "H", "H", "H", "H", "H", "H", "H", "H", "H", "H", "H", "H", "H", "H", "N", "C", "C", "O", "O", "H", "H", "H", "H", "C", "O", "Si", "C", "C", "C", "Si", "C", "C", "C", "Si", "C", "C", "C", "H", "H", "H", "H", "H", "H", "H", "H", "H", "H", "H", "H", "H", "H", "H", "H", "H", "H", "H", "H", "H", "H", "H", "H", "H", "H", "H", "C", "S", "C", "O", "H", "H", "H", "H", "H", "H"],
  "xyz": [[-0.09378, 0.52654, -0.78533], [4.39413, -1.22513, 2.09034], [3.49707, -0.30377, 1.36944], [2.42956, -0.61454, 0.65639], [1.77198, 0.49909, 0.33449], [2.53299, 1.49123, 0.89445], [3.58477, 1.03480, 1.52164], [3.58629, -2.23356, 2.87447], [3.98311, -3.56041, 2.95075], [3.23332, -4.47184, 3.68911], [2.07084, -4.07489, 4.32578], [1.66477, -2.74401, 4.24026], [2.43382, -1.82715, 3.53712], [0.40519, -2.31662, 4.85013], [-0.43191, -2.98967, 5.55028], [-1.50606, -2.13512, 5.81212], [-1.22576, -1.01581, 5.25264], [-0.01666, -1.04288, 4.61344], [-2.02621, 0.20024, 5.11041], [-3.40101, 0.17565, 5.33442], [-4.15001, 1.31052, 5.07288], [-3.54649, 2.45451, 4.56151], [-2.17475, 2.48618, 4.35037], [-1.49504, 3.69381, 3.75345], [-1.06440, 3.43398, 2.36640], [-0.20215, 2.53257, 1.91990], [-0.17182, 2.54756, 0.59009], [-1.07452, 3.52697, 0.28046], [-1.62943, 4.08202, 1.32514], [-1.41774, 1.36362, 4.65799], [4.99808, -0.58546, 2.73208], [5.05389, -1.71035, 1.37258], [2.15322, -1.62249, 0.39193], [2.30328, 2.53770, 0.80610], [4.88015, -3.89020, 2.44083], [3.55433, -5.50243, 3.75214], [1.46813, -4.78007, 4.88206], [2.13399, -0.78472, 3.52172], [-3.86819, -0.73094, 5.69511], [-5.21759, 1.29905, 5.24315], [-4.15095, 3.32067, 4.32337], [-0.61580, 3.98094, 4.33016], [-2.16137, 4.54920, 3.68885], [0.39072, 1.90195, 2.56019], [-1.32543, 3.81502, -0.72628], [-0.33892, 1.38596, 4.56397], [-0.56935, -0.84077, 0.95945], [-1.98377, -0.72636, 1.39400], [-2.68995, 0.36723, 0.62468], [-3.79667, 0.74267, 0.84838], [-1.93052, 0.87246, -0.37281], [-0.37763, -1.80350, 0.68948], [0.03200, -0.65440, 1.75842], [-2.05161, -0.50820, 2.45704], [-2.51200, -1.65958, 1.20840], [3.05214, 0.58424, -2.34664], [1.74847, 0.04078, -2.15830], [0.95419, -1.00371, -3.24073], [1.89640, -2.60343, -3.16744], [1.17288, -0.31651, -4.94948], [-0.68393, -0.85556, -2.34609], [-1.93771, 0.14965, -3.40515], [-1.21429, 1.92729, -3.32076], [-2.07474, -0.45582, -5.17064], [-3.70374, 0.31297, -2.84799], [-1.43128, -2.57182, -1.98382], [-3.20323, -2.51397, -1.36371], [-0.38684, -3.49642, -0.69330], [-1.46609, -3.57413, -3.55904], [3.15393, 0.98480, -3.35528], [3.81520, -0.18021, -2.18831], [3.20786, 1.39560, -1.63751], [2.90706, -2.40608, -3.53814], [1.47738, -3.37299, -3.81619], [1.98411, -3.02512, -2.16739], [2.23977, -0.16458, -5.13492], [0.65880, 0.63101, -5.11343], [0.83070, -1.02079, -5.70790], [-0.82997, 2.27950, -4.27999], [0.30578, 2.86488, -2.30920], [-1.98114, 2.62793, -2.98192], [-1.27806, -1.11536, -5.50013], [-2.11369, 0.39157, -5.86019], [-3.01630, -0.99643, -5.28246], [-3.85614, 0.70280, -1.84479], [-4.26011, -0.61762, -2.95652], [-4.15413, 1.02338, -3.55072], [-3.54027, -1.54507, -1.00287], [-3.35712, -3.25194, -0.57217], [-3.87949, -2.78795, -2.17535], [0.52842, -2.97181, -0.40456], [-0.06115, -4.45526, -1.10193], [-0.95715, -3.73448, 0.21012], [-2.23079, -3.20156, -4.24242], [-1.72558, -4.60862, -3.31846], [-0.52023, -3.59434, -4.10095], [2.71571, 4.83889, -1.50390], [1.18302, 4.75616, -2.44974], [1.84479, 4.65178, -4.12430], [-0.10210, 1.95204, -2.36315], [3.30977, 5.67596, -1.86515], [3.29636, 3.92031, -1.58122], [2.45359, 5.02723, -0.46433], [2.43634, 5.54014, -4.33562], [1.00071, 4.62598, -4.81071], [2.45381, 3.75940, -4.26079]],
  "lowdin_charge": [1.741, -0.033, -0.088, -0.123, -0.084, -0.187, 0.171, -0.209, -0.014, -0.030, 0.009, -0.128, 0.008, -0.294, 0.148, 0.150, -0.294, 0.088, -0.151, 0.008, -0.026, -0.001, -0.195, -0.037, -0.074, -0.145, -0.013, -0.183, 0.168, -0.001, 0.144, 0.137, 0.148, 0.112, 0.124, 0.121, 0.128, 0.121, 0.128, 0.122, 0.127, 0.140, 0.135, 0.126, 0.110, 0.116, -0.010, -0.072, -0.562, 0.163, -0.278, 0.038, 0.083, 0.120, 0.131, -0.077, -0.430, 0.359, -0.130, -0.130, -0.521, 0.494, -0.214, -0.157, -0.158, 0.432, -0.160, -0.174, -0.156, 0.090, 0.102, 0.068, 0.053, 0.040, 0.029, 0.050, 0.038, 0.051, 0.087, -0.027, 0.094, 0.014, 0.055, 0.048, 0.027, 0.037, 0.061, 0.011, 0.047, 0.049, -0.007, 0.055, 0.043, 0.038, 0.056, 0.018, -0.372, 0.810, -0.363, -0.357, 0.051, 0.027, 0.035, 0.050, 0.043, 0.039],
  "spin_multiplicity": 3,
  "gap_ev": [7.43, 7.30],
  "s2": 2.013,
  "total_charge": 2,
  "largest_force_ev_per_a": 0.6,
  "total_energy_ha": -3530.953119
}

3.
{
  "formula": "C31H37AsN5OPdS",
  "method": "the ωB97M-V functional and the def2-TZVPD basis",
  "elements": ["Pd", "S", "C", "C", "C", "C", "C", "C", "As", "C", "C", "C", "C", "C", "C", "C", "C", "C", "C", "C", "C", "H", "H", "H", "H", "H", "H", "H", "H", "H", "H", "H", "H", "H", "H", "C", "C", "O", "N", "C", "C", "C", "C", "C", "C", "N", "H", "H", "H", "H", "H", "H", "H", "H", "H", "H", "C", "N", "C", "C", "N", "N", "C", "C", "H", "H", "H", "H", "H", "H", "H", "H", "H", "H", "H", "H", "H"],
  "xyz": [[-0.31906, 0.02276, -0.09107], [-0.78480, 0.64949, -2.39894], [-0.10194, 2.21138, -2.53757], [-0.60536, 3.24449, -3.29997], [-0.02592, 4.52394, -3.34586], [1.12983, 4.76143, -2.63119], [1.72548, 3.74899, -1.82611], [1.08741, 2.49575, -1.70509], [1.69969, 0.95236, -0.73340], [2.59579, -0.14786, -2.15940], [2.92645, -1.43021, -1.71138], [3.41323, -2.37798, -2.63910], [3.49748, -2.05364, -4.03101], [3.17857, -0.75379, -4.42202], [2.78340, 0.22384, -3.49779], [3.15271, 1.01749, 0.57108], [4.50435, 0.80259, 0.20493], [5.47697, 0.76561, 1.16456], [5.21456, 1.11830, 2.49998], [3.84989, 1.47233, 2.82187], [2.82566, 1.45007, 1.84931], [-1.47044, 2.97554, -3.92971], [-0.48243, 5.28780, -3.96623], [1.49494, 5.78979, -2.54991], [2.76464, 3.93722, -1.39565], [2.93818, -1.73460, -0.66982], [3.75192, -3.36437, -2.31472], [3.99447, -2.74224, -4.66842], [3.29550, -0.39996, -5.47459], [2.49686, 1.22559, -3.78685], [4.73271, 0.52861, -0.79317], [6.51493, 0.52844, 0.90872], [5.97098, 1.05225, 3.28190], [3.60019, 1.79624, 3.83549], [1.75902, 1.68998, 2.09355], [-2.95503, 3.30522, 5.23474], [-2.26044, 2.71111, 4.03270], [-1.46163, 3.31088, 3.28839], [-2.59135, 1.41283, 3.71711], [-1.97508, 0.82072, 2.55354], [-0.76683, -0.08554, 2.89870], [-0.31784, -0.32363, 4.23974], [0.46710, -1.38682, 4.56537], [0.97708, -2.12634, 3.49244], [0.58614, -1.77031, 2.18339], [-0.22133, -0.73307, 1.88755], [-2.93522, 4.39845, 5.11990], [-2.47984, 2.96950, 6.11574], [-4.00099, 2.97041, 5.28906], [-3.34790, 0.95905, 4.20997], [-1.49056, 1.63155, 1.91934], [-2.65456, 0.29302, 1.90668], [-0.65395, 0.34945, 5.03443], [0.75712, -1.65608, 5.54142], [1.57045, -2.98998, 3.64725], [0.93694, -2.33797, 1.35895], [-2.09996, -3.71121, -2.72894], [-1.84599, -2.79376, -1.53629], [-0.61089, -3.17118, -0.84029], [-2.68986, -1.83564, -1.06560], [-2.28813, -0.84311, -0.29830], [-3.99457, -1.88138, -1.54677], [-4.85367, -0.66091, -1.42223], [-4.74578, -3.12874, -1.54113], [-1.20451, -3.86114, -3.27333], [-2.84975, -3.26276, -3.37507], [-2.54662, -4.68686, -2.44591], [-0.16991, -4.05648, -1.32410], [-0.80380, -3.36393, 0.22090], [0.04303, -2.26118, -0.94519], [-3.01013, -0.16186, 0.11020], [-5.57882, -0.83626, -0.63105], [-5.30292, -0.47033, -2.42176], [-4.26035, 0.25430, -1.18270], [-5.48739, -3.01301, -2.38521], [-5.31196, -3.18640, -0.60498], [-4.15620, -4.05825, -1.65111]],
  "lowdin_charge": [0.371, 0.795, -0.686, -0.103, -0.061, -0.064, -0.071, -0.386, 1.203, -0.362, -0.147, -0.059, -0.066, -0.081, -0.093, -0.373, -0.106, -0.093, -0.045, -0.060, -0.128, 0.115, 0.114, 0.116, 0.133, 0.097, 0.103, 0.091, 0.120, 0.098, 0.086, 0.113, 0.105, 0.100, 0.105, 0.012, -0.496, 0.021, 0.045, -0.130, -0.224, -0.004, -0.051, -0.026, -0.113, -0.039, 0.099, 0.069, 0.088, 0.146, 0.127, 0.084, 0.116, 0.103, 0.096, 0.078, -0.025, -0.120, -0.059, -0.457, -0.027, -0.166, -0.036, -0.064, 0.073, 0.086, 0.088, 0.095, 0.082, 0.049, 0.063, 0.085, 0.101, 0.081, 0.113, 0.088, 0.071],
  "spin_multiplicity": 3,
  "gap_ev": [6.66, 5.94],
  "s2": 2.028,
  "de_lowest_ev": 1.797,
  "total_charge": 1,
  "largest_force_ev_per_a": 3.1,
  "total_energy_ha": -4314.056555
}

4.
{
  "formula": "C5H9NO",
  "method": "the ωB97M-V functional and the def2-TZVPD basis",
  "elements": ["O", "N", "C", "C", "C", "C", "C", "H", "H", "H", "H", "H", "H", "H", "H", "H"],
  "xyz": [[-0.77006, 0.90513, 2.38589], [-1.17673, 1.00741, 1.24651], [-0.44367, 0.20462, 0.33406], [0.37113, -1.04483, 0.60051], [0.00608, -1.52043, -0.84029], [-0.84011, -0.26279, -1.06435], [0.01419, 0.93028, -0.91835], [1.42850, -0.87897, 0.82413], [-0.06026, -1.68744, 1.37610], [-0.58420, -2.43744, -0.84529], [0.84779, -1.62372, -1.53379], [-1.81420, -0.21118, -1.53663], [1.07137, 0.89113, -1.17730], [-0.46389, 1.89481, -1.06329], [1.39120, 1.92686, 0.81397], [1.17560, 1.93366, 1.52425]],
  "lowdin_charge": [-0.037, 0.011, -0.460, -0.091, -0.115, -0.169, -0.081, 0.108, 0.116, 0.108, 0.110, 0.137, 0.111, 0.116, 0.064, 0.074],
  "gap_ev": 9.25,
  "de_lowest_ev": 5.495,
  "largest_force_ev_per_a": 0.6,
  "total_energy_ha": -325.735611,
  "smiles": "O=N[C@@]12CC[C@@H]1C2.[H][H]"
}